# C2H8NOS

A cluster of 2 separate species, C2H8NOS in total (ωB97M-V/def2-TZVPD, the OMol25 dataset).

Properties
- HOMO: -2.82 eV
- Relative energy (zero: lowest compared OMol25 entry of this formula, charge and spin): 0.051 eV
- E_tot: -16577.7782 eV
- Charge: -1
- HOMO-LUMO gap: 6.923 eV

Each line ends with the Löwdin charge.
Positions of all 13 atoms, in Å:
S: 0.164 1.067 0.927  0.217
O: 3.341 0.609 1.241  -0.162
N: -2.299 0.003 -0.814  -0.055
C: 0.143 -0.136 -0.446  -0.738
C: -1.170 -0.899 -0.511  -0.427
H: -1.294 -1.422 0.437  0.078
H: -2.996 -0.107 -0.083  0.040
H: 0.966 -0.840 -0.323  0.038
H: 2.410 0.797 0.966  -0.112
H: -1.112 -1.682 -1.286  0.081
H: 0.291 0.372 -1.402  0.042
H: 3.498 1.303 1.886  0.000
H: -1.942 0.935 -0.593  -0.002

***

# C19H56O9

A cluster of 9 separate species, C19H56O9 in total in a non-equilibrium geometry (ωB97M-V/def2-TZVPD, the OMol25 dataset).

Properties
- HOMO (alpha / beta): -11.91 / -11.91 eV
- Relative energy (zero: lowest compared OMol25 entry of this formula, charge and spin): 0.000 eV
- E_tot: -39025.7253 eV
- Charge: +1
- HOMO-LUMO gap (alpha / beta): 9.289 / 2.519 eV
- Multiplicity: 2

Each line ends with the Mulliken spin population.
Positions of all 84 atoms, in Å:
O: -3.279 -1.747 2.967  0.757
O: 0.275 2.804 4.601  0.000
O: 0.545 -0.408 1.037  0.069
O: 0.795 5.624 0.494  0.000
O: -4.852 -0.397 1.035  0.000
O: 3.512 -5.323 -1.965  0.000
O: 3.083 -0.694 1.979  0.000
O: -1.125 3.494 -5.420  0.000
O: -1.830 -2.893 -3.128  0.000
C: 0.911 4.253 0.234  0.000
C: -4.253 1.591 2.224  0.000
C: -1.917 -1.507 2.559  0.075
C: 3.497 -1.967 2.282  0.000
C: 0.480 -0.041 -0.370  -0.006
C: 2.173 3.707 0.884  0.000
C: -4.661 0.995 0.866  -0.001
C: -3.563 1.145 -0.105  0.002
C: -1.993 -1.754 -2.242  0.001
C: 4.650 -2.371 1.372  0.000
C: 1.310 -6.228 -1.773  0.000
C: 2.293 -5.160 -1.296  0.000
C: 1.763 -3.829 -1.671  0.001
C: 0.551 2.443 -4.055  0.000
C: 2.317 -2.910 2.122  -0.003
C: -0.386 3.618 0.739  0.001
C: -1.479 3.514 -3.075  0.000
C: -0.924 2.760 -4.243  0.000
C: 0.943 1.535 4.371  0.001
H: 3.789 -0.051 2.076  0.000
H: 1.714 -2.816 3.026  0.000
H: 1.123 4.049 -0.816  0.000
H: 1.009 0.902 -0.508  0.003
H: -4.280 2.675 2.108  0.000
H: -5.147 -0.696 0.172  0.000
H: -0.496 0.182 -0.802  0.001
H: 2.636 -3.951 2.167  0.000
H: -1.792 -2.555 -4.025  0.000
H: 1.180 3.327 -4.154  0.000
H: 1.699 -3.811 -2.759  0.000
H: -1.997 3.895 -5.386  0.000
H: -5.578 1.416 0.456  0.000
H: -2.996 -1.352 -2.096  0.000
H: 2.153 3.879 1.960  0.000
H: -3.298 1.186 2.555  0.000
H: 5.530 -1.728 1.391  0.000
H: -1.365 -0.997 -2.710  0.000
H: -0.290 2.555 0.959  -0.003
H: -3.872 -1.283 2.372  -0.017
H: 3.378 -4.782 -2.747  0.000
H: 0.338 -5.904 -1.401  0.000
H: 1.709 -2.722 1.237  0.002
H: -1.481 1.823 -4.234  0.000
H: -2.598 0.723 0.175  -0.001
H: 4.291 -2.351 0.343  0.000
H: 4.942 -3.381 1.658  0.000
H: 2.294 2.639 0.699  0.000
H: 3.861 -1.973 3.309  0.000
H: 2.533 -5.318 -0.245  0.000
H: 1.175 -6.280 -2.853  0.000
H: -1.119 4.538 -2.970  0.000
H: -1.184 3.673 -0.001  0.000
H: 0.720 2.095 -3.035  0.000
H: 0.945 -0.923 -0.810  0.004
H: 0.356 0.697 4.747  0.001
H: 1.448 -0.602 1.298  -0.004
H: 0.956 3.450 4.399  0.000
H: -4.877 1.363 3.088  0.000
H: -1.829 -1.524 1.473  0.021
H: 1.628 -7.163 -1.310  0.000
H: -0.750 4.039 1.676  0.000
H: -3.326 2.192 -0.298  0.000
H: 2.368 -3.054 -1.200  0.000
H: -1.236 3.000 -2.145  0.000
H: -3.838 0.667 -1.045  0.000
H: -1.649 -0.496 2.867  0.093
H: 1.147 1.443 3.304  -0.001
H: 0.076 5.902 -0.078  0.000
H: 0.750 -3.600 -1.339  -0.001
H: -1.268 -2.288 2.956  0.008
H: 3.000 4.165 0.341  0.000
H: -2.558 3.595 -3.209  0.000
H: 1.854 1.606 4.965  0.000
H: -1.636 -2.079 -1.264  -0.001
H: 1.020 1.751 -4.755  0.000

***

# C2

The molecule C2 in a non-equilibrium geometry (ωB97M-V/def2-TZVPD, the OMol25 dataset).

Properties
- HOMO: -11.03 eV
- Relative energy (zero: lowest compared OMol25 entry of this formula, charge and spin): 0.639 eV
- E_tot: -2064.0927 eV
- HOMO-LUMO gap: 6.282 eV

Each line ends with the Löwdin charge.
Positions of all 2 atoms, in Å:
C: 0.186 -0.614 0.277  0.000
C: -0.186 0.614 -0.277  0.000

***

Question: What is the relative energy (zero: lowest compared OMol25 entry of this formula, charge and spin) in the third record?
Answer: 0.639 eV